{
  "formula": "C32H47AgAsN3OSb",
  "method": "ωB97M-V/def2-TZVPD",
  "charge": -1,
  "total_energy_ev": -111839.2419,
  "relative_energy_kj_mol": 32.1,
  "multiplicity": 1,
  "species": ["Ag", "C", "C", "C", "C", "C", "C", "C", "C", "C", "C", "C", "C", "C", "C", "C", "H", "H", "H", "H", "H", "H", "H", "H", "H", "H", "C", "C", "Sb", "C", "C", "C", "C", "H", "H", "H", "H", "H", "H", "H", "H", "H", "H", "H", "H", "H", "H", "H", "C", "As", "C", "C", "C", "C", "C", "C", "C", "C", "H", "H", "H", "H", "H", "H", "H", "H", "H", "H", "H", "H", "H", "C", "N", "C", "N", "O", "H", "H", "H", "H", "H", "H", "N", "H", "H", "H"],
  "coordinates": [[0.2757, -0.3047, -1.8418], [0.6115, -2.0291, -0.8188], [0.0070, -2.7820, -0.0482], [-0.6920, -3.6759, 0.7910], [-0.3328, -3.7112, 2.1884], [-0.6834, -4.7577, 3.0771], [-0.2845, -4.7618, 4.4017], [0.4948, -3.7364, 4.9288], [0.8851, -2.7144, 4.0683], [0.4885, -2.7004, 2.7449], [-1.7563, -4.4388, 0.1750], [-1.7501, -4.6672, -1.2246], [-2.7710, -5.3384, -1.8690], [-3.8739, -5.8216, -1.1676], [-3.9161, -5.5945, 0.2028], [-2.8954, -4.9260, 0.8583], [-1.2381, -5.6056, 2.7022], [-0.5756, -5.5953, 5.0332], [0.8052, -3.7452, 5.9663], [1.5203, -1.9137, 4.4363], [0.8245, -1.9072, 2.0894], [-0.9040, -4.2994, -1.7928], [-2.7026, -5.4951, -2.9411], [-4.6729, -6.3497, -1.6729], [-4.7725, -5.9330, 0.7777], [-3.0035, -4.7301, 1.9156], [-1.3151, 4.4130, -4.3184], [-0.4882, 3.6607, -3.2833], [-1.1552, 1.6834, -2.7575], [-2.2462, 1.1675, -4.5387], [-3.6722, 1.6918, -4.6552], [-2.7690, 2.0905, -1.4093], [-3.3754, 3.4862, -1.4734], [-0.8646, 5.3831, -4.5452], [-2.3310, 4.5990, -3.9676], [-1.3909, 3.8624, -5.2574], [-0.4311, 4.2082, -2.3415], [0.5408, 3.5389, -3.6265], [-2.2467, 0.0769, -4.5414], [-1.6346, 1.4869, -5.3862], [-4.2729, 1.3825, -3.7989], [-4.1601, 1.3020, -5.5523], [-3.7046, 2.7808, -4.7114], [-2.3373, 1.8856, -0.4300], [-3.5050, 1.3108, -1.6016], [-2.6200, 4.2695, -1.3748], [-4.1060, 3.6302, -0.6710], [-3.8979, 3.6580, -2.4156], [6.2236, -0.2986, 0.0397], [4.5789, -0.8078, -0.9186], [3.8920, -2.0131, 0.4560], [3.5473, 0.8385, -0.4901], [3.2342, 1.0648, 0.9513], [4.0718, 1.8169, 1.7758], [3.7738, 1.9949, 3.1228], [2.6316, 1.4234, 3.6637], [1.7915, 0.6680, 2.8515], [2.0893, 0.4902, 1.5105], [6.0138, -0.0399, 1.0788], [6.7044, 0.5452, -0.4570], [6.9119, -1.1440, 0.0218], [3.9275, -1.5574, 1.4456], [4.5110, -2.9113, 0.4488], [2.8657, -2.2874, 0.2064], [2.6247, 0.7707, -1.0683], [4.1384, 1.6598, -0.9039], [4.9648, 2.2676, 1.3563], [4.4412, 2.5760, 3.7484], [2.4033, 1.5508, 4.7149], [0.9082, 0.1960, 3.2652], [1.4422, -0.1160, 0.8831], [1.5213, 4.6845, 2.4845], [1.3887, 3.8678, 1.3013], [0.2026, 3.5775, 0.7057], [-0.8833, 4.3255, 1.1206], [0.0973, 2.7333, -0.1721], [2.5681, 4.6945, 2.7773], [0.9519, 4.2922, 3.3351], [1.2142, 5.7143, 2.2889], [2.0973, 3.1655, 1.1379], [-0.8842, 4.7052, 2.0513], [-1.7633, 3.9445, 0.8118], [-2.8653, -1.3225, -1.6051], [-2.1554, -1.3551, -0.8713], [-2.5709, -2.0752, -2.2233], [-3.7142, -1.6727, -1.1687]],
  "lowdin_charge": [0.434, -0.259, -0.286, -0.229, -0.185, -0.067, -0.132, -0.150, -0.127, -0.052, -0.198, -0.074, -0.133, -0.152, -0.133, -0.069, 0.090, 0.087, 0.075, 0.081, 0.063, 0.092, 0.087, 0.075, 0.086, 0.091, -0.194, -0.429, 1.362, -0.444, -0.192, -0.434, -0.193, 0.064, 0.046, 0.055, 0.030, 0.042, 0.032, 0.037, 0.058, 0.064, 0.045, 0.028, 0.023, 0.049, 0.067, 0.049, -0.369, 1.105, -0.339, -0.377, -0.338, -0.087, -0.114, -0.102, -0.073, -0.067, 0.007, 0.006, 0.006, 0.024, 0.017, -0.024, 0.011, 0.063, 0.108, 0.097, 0.097, 0.100, 0.072, -0.099, 0.040, -0.603, 0.175, -0.045, 0.077, 0.084, 0.080, 0.098, 0.076, 0.082, 0.028, -0.020, 0.005, 0.018]
}